The following is a DFT calculation (wB97M-V/def2-TZVPD) of an isolated ion of composition C3H7Br2N2 and charge +1.

```
14
C3H7Br2N2 (wB97M-V/def2-TZVPD)
N 0.20536 1.06783 1.33654
C -0.36102 -0.17735 0.95310
C 0.34242 -0.79331 -0.35731
N -0.72083 -0.27074 -1.27121
C -1.56027 0.05241 -0.05566
Br -2.28752 1.86354 -0.00700
Br -2.93163 -1.35957 0.05207
H 0.70885 1.37840 0.49882
H 0.65343 0.89791 2.23120
H -0.63117 -0.78705 1.71461
H 1.12008 -0.09723 -0.61823
H 0.62338 -1.81186 -0.35108
H -0.57899 0.61004 -1.80961
H -1.12718 -0.97133 -1.86326
```

Its net charge is +1. Its SMILES is N[C@@H]1C[NH2+]C1(Br)Br. For the gap between HOMO and LUMO, the calculation gives 10.21 eV. Its energy above the lowest of the compared OMol25 structures with the same formula, charge and spin is 42.6 kcal/mol. The calculation puts the HOMO energy at -14.0 eV. As for the LUMO energy: -0.13922 Ha. The value obtained for the electronic energy is -146280.96702 eV.